No. 1
Computed, not measured: 2 unconnected molecules or ions with the total composition C4H11IN, with ωB97M-V/def2-TZVPD.

Geometry as ORCA input:
```
! wB97M-V def2-TZVPD RIJCOSX def2/J DEFGRID3
* xyz 1 1
C -2.002 0.345 -0.527
C -0.748 -1.732 -0.066
C 1.588 0.486 -0.530
C -1.027 -0.378 0.298
N 2.075 1.182 0.657
I -0.747 0.326 2.256
H -2.037 1.329 -0.529
H -2.970 0.043 -0.302
H -1.718 -0.003 -1.573
H -1.692 -2.488 0.098
H -0.073 -2.338 0.509
H -0.633 -1.878 -1.094
H 2.347 -0.249 -0.872
H 1.097 1.182 -1.357
H 1.866 0.553 1.579
H 1.592 2.076 0.782
H 3.082 1.547 0.670
*
```

- Lowest unoccupied orbital energy (alpha / beta): -5.00 / -4.10 eV
- Kohn-Sham gap (alpha / beta): 6.560 / 9.384 eV

No. 2
Computed, not measured: 2 unconnected molecules or ions with the total composition C4H11INO, with ωB97M-V/def2-TZVPD.

Geometry as ORCA input:
```
! wB97M-V def2-TZVPD RIJCOSX def2/J DEFGRID3
* xyz 1 1
C -0.946 -0.203 1.679
C -0.080 2.289 -0.845
C -0.770 0.269 0.269
C 0.902 -0.657 -0.709
N 0.534 -2.165 -0.601
O -0.263 1.566 0.371
I 2.553 -0.079 0.475
H -1.389 0.622 2.209
H -1.594 -1.178 1.781
H 0.109 -0.504 2.046
H -0.099 3.359 -0.525
H -0.834 2.074 -1.588
H 1.000 2.108 -1.082
H -1.453 0.089 -0.503
H 0.897 -0.175 -1.747
H 1.177 -2.356 0.346
H 0.727 -2.808 -1.310
H -0.471 -2.252 -0.266
*
```

- Lowest unoccupied orbital energy: -3.73 eV
- Kohn-Sham gap: 9.114 eV

No. 3
Computed, not measured: a molecular structure, C4H11INO, with ωB97M-V/def2-TZVPD.

Geometry as ORCA input:
```
! wB97M-V def2-TZVPD RIJCOSX def2/J DEFGRID3
* xyz 1 1
C 1.919 -0.280 0.670
C -0.340 -0.580 1.578
C -2.073 -0.103 -1.816
C 0.102 1.112 -0.044
N 0.468 -0.149 0.424
O 0.901 1.635 -0.984
I -0.991 -1.861 -1.878
H 2.169 -1.321 0.858
H 2.471 0.076 -0.198
H 2.198 0.319 1.537
H -0.015 -1.568 1.898
H -0.221 0.118 2.409
H -1.392 -0.628 1.298
H -3.045 -0.191 -1.366
H -2.004 0.488 -2.711
H -0.935 1.423 0.052
H 0.218 -0.965 -0.401
H 0.568 2.474 -1.326
*
```

- Lowest unoccupied orbital energy (alpha / beta): -3.89 / -4.65 eV
- Kohn-Sham gap (alpha / beta): 8.924 / 7.512 eV

no.,E (eV),molecular weight (g/mol)
1,-13905.8783,200.04
2,-15954.4406,216.04
3,-15953.9775,216.04